This record from the OMol25 dataset describes a molecular structure, C31H49LaNO3P2S in a non-equilibrium geometry. The level of theory is ωB97M-V/def2-TZVPD.

Geometry as XYZ:
```
88
Properties=species:S:1:pos:R:3:mulliken_charge:R:1
H 1.62 -2.23 -4.50 0.4863
H -0.65 1.83 1.97 -0.1816
H -4.42 2.17 -2.20 0.4144
H 1.89 2.85 3.31 0.1849
C 2.31 -3.63 1.79 -0.9907
C 2.49 3.63 -0.36 -1.3205
H -2.38 -1.05 -4.57 0.8543
C 0.19 -2.07 4.33 0.3363
C -1.27 0.94 2.12 0.1223
H 2.54 -3.24 -2.07 0.1514
C 2.96 -3.49 -1.08 -1.1298
H -3.49 -1.73 -2.48 0.0686
C -3.69 1.38 -2.38 -1.0164
C 3.80 1.68 1.18 -1.0233
H 0.20 -3.96 6.49 0.4710
C -2.40 -1.89 1.39 -0.8417
H -2.89 1.89 -2.98 0.3632
C -3.87 -1.67 -1.44 -1.1278
H -4.16 0.60 -3.00 0.3085
N 0.53 -0.92 3.69 -0.0654
H 1.63 4.29 -0.47 0.3443
C 2.84 -2.11 7.68 -0.5654
H -3.67 -2.64 -0.96 0.3896
H 1.60 0.91 -1.87 0.3458
H 4.08 1.12 0.27 0.3274
C -1.36 -0.62 -4.55 -0.0439
H 1.85 -3.88 8.41 0.3764
H 3.01 -4.48 1.70 0.4365
H -0.60 0.11 2.40 -0.3331
S 1.85 -0.15 4.24 1.0321
H 0.93 -5.32 -0.52 0.3991
H -1.14 3.16 0.35 0.1484
C -2.55 -0.67 0.57 1.0464
C -3.25 -0.56 -0.66 -0.3337
C 1.95 -1.19 5.66 0.0617
C 0.43 -4.37 -0.29 -1.0894
C 2.00 3.44 2.39 -0.9956
P 1.67 -3.09 0.17 0.6779
H 1.10 4.07 2.29 0.3459
C 1.87 -3.12 7.62 -0.4707
C -2.05 0.61 0.90 0.8099
O 1.57 1.21 4.63 -0.8150
H -1.88 3.26 -1.26 0.2657
C -2.44 1.53 -0.12 -0.2626
H 2.71 -0.74 -3.13 0.4354
C -1.15 0.63 -5.38 -1.2077
C 0.99 -2.18 5.59 -0.0400
C -0.16 1.75 -4.89 -1.0798
H 2.61 0.36 -4.50 0.3574
P 2.11 2.36 0.93 0.9068
H -0.13 -4.01 -1.16 0.1759
H 2.81 -2.77 2.26 0.1789
C 1.12 -1.24 -4.55 -0.9905
H 4.52 2.49 1.34 0.3465
C 1.22 0.77 -2.92 -0.1996
H 3.56 -2.08 8.51 0.3780
H 3.62 -0.32 6.68 0.4496
H -2.41 -2.80 0.77 0.1964
H 1.47 -3.87 2.45 0.2310
C 0.38 1.77 -3.47 0.1899
H -3.21 -1.98 2.13 0.3360
H -2.14 1.09 -5.56 0.3542
H 3.82 -2.83 -0.92 0.3403
H -2.85 3.63 0.17 0.3491
C -3.23 0.81 -1.07 0.5943
H -0.48 -2.24 -3.36 0.8621
C -0.31 -1.37 -4.02 -0.5326
H 0.38 2.78 -2.98 0.7767
H -4.96 -1.55 -1.51 0.3232
C -2.06 2.96 -0.22 -1.1338
H 0.69 1.80 -5.59 0.4276
O 3.01 -0.39 3.40 -0.6991
H 2.68 3.12 -1.32 0.3229
H 2.88 4.09 2.46 0.4344
H -0.68 2.72 -5.01 0.3984
H 3.24 -4.56 -1.04 0.4188
C 2.89 -1.12 6.68 -0.4466
O -0.62 -2.92 3.91 -0.7469
La -0.98 0.23 -2.47 0.0568
H -1.46 -1.90 1.97 -0.3075
H 3.38 4.22 -0.08 0.4319
C 2.00 -0.20 -3.78 -1.1528
H -0.29 -4.48 0.54 0.3075
C 0.95 -3.18 6.57 -0.5592
H -1.93 1.12 2.99 0.3619
H 1.11 -0.98 -5.62 0.2815
H -0.79 0.32 -6.38 0.4818
H 3.80 0.98 2.03 0.2297
```

net charge	+1
Kohn-Sham gap (alpha / beta)	3.44 / 3.53	eV
LUMO energy (alpha / beta)	-6.303 / -6.216	eV
HOMO (alpha / beta)	-9.741 / -9.742	eV
maximum force	15.00	eV Å⁻¹